{
  "formula": "O2TlV",
  "method": "ωB97M-V/def2-TZVPD",
  "symbols": ["Tl", "O", "V", "O"],
  "xyz": [[-0.706658, -0.105805, -2.044658], [0.350042, 1.176155, 1.437052], [0.656222, -0.257945, 0.891402], [-0.299608, -0.812405, -0.283797]],
  "atomic_forces_ev_per_a": [[-2.13, 0.42, -3.79], [0.44, -3.79, -2.37], [3.09, 3.89, 8.50], [-1.40, -0.53, -2.34]],
  "homo_energy_ev": -36.2,
  "e_lumo_ev": -28.30,
  "total_charge": 4,
  "total_energy_ha": -1264.31916,
  "de_lowest_kj_mol": 120.5
}